No. 1
Below is a 13-piece molecular cluster, C6H35O14 overall, with properties calculated with wB97M-V/def2-TZVPD.

Structure (ORCA input):
```
! wB97M-V def2-TZVPD RIJCOSX def2/J DEFGRID3
* xyz -1 1
H 3.07 0.29 -3.13
H -1.88 -3.48 -0.56
H 3.42 1.03 0.04
O -3.09 1.14 3.27
O -0.19 -0.07 3.63
C 0.02 -2.73 0.06
H 3.27 2.28 3.04
C 0.40 -1.75 -2.33
H 3.90 -0.02 -1.80
H 4.75 0.46 0.31
H 0.71 0.21 3.84
H -2.21 0.59 -2.62
H -0.77 1.99 -3.01
H 0.69 -2.78 -2.34
H -2.38 1.79 2.82
H -2.97 -0.68 2.52
O -1.44 1.76 -3.74
H -0.77 -4.67 0.15
H -2.82 -4.20 1.45
H -2.45 -2.89 2.18
O -0.30 0.73 1.08
H 1.71 -0.33 -1.25
H -0.68 -4.06 -1.62
H -0.57 -1.67 -2.96
H 1.07 -2.99 0.31
H -3.16 -1.33 1.05
O 3.74 -0.18 -2.72
O 2.90 1.47 2.60
H -1.14 -0.95 -0.81
H 1.03 -1.08 -2.88
H -3.52 0.11 -1.94
O -1.46 2.88 1.96
H -1.62 2.58 -4.24
O -3.29 -1.45 2.03
H -0.81 2.17 1.57
H -0.30 0.04 2.70
C -0.89 -3.86 -0.54
H 0.85 2.39 -1.20
C 1.24 -0.45 -0.24
H -2.52 0.52 3.80
O -2.26 -3.91 2.22
H 1.51 2.17 -2.75
O -2.77 -0.08 -2.38
O 0.72 2.63 -2.19
O 3.89 0.21 -0.11
C 0.75 0.84 0.38
H -0.37 -2.61 1.14
H 1.32 3.86 0.44
H 1.96 -0.83 0.47
O 1.32 1.97 0.39
H -1.45 3.59 1.45
C 0.05 -1.33 -0.77
H 0.64 4.21 -0.94
O 1.04 4.55 -0.06
H 2.08 1.96 2.27
*
```

Output
HOMO energy ... -0.2585 hartree

=====

No. 2
Below is C6H36NO12 as an isolated structure, with properties calculated with wB97M-V/def2-TZVPD.

Structure (ORCA input):
```
! wB97M-V def2-TZVPD RIJCOSX def2/J DEFGRID3
* xyz -1 1
H 0.57 1.08 -1.20
H 2.36 0.85 4.26
H -0.34 -2.74 2.00
H -2.40 -2.91 -0.23
H 2.11 -2.85 -1.04
H -1.60 3.33 0.39
H 3.11 -3.48 -0.15
N 0.65 -0.98 -0.55
C -0.24 -1.05 0.62
H 2.29 0.16 -2.50
H -0.45 1.40 3.12
O 3.18 -1.27 1.90
O -1.14 1.00 3.73
H -0.56 -2.35 -1.56
H 3.44 -1.82 -2.72
O -0.70 3.49 -2.04
C -0.04 -1.42 -1.76
H -0.80 -0.71 -2.13
H -0.60 2.67 -1.53
H -2.77 -2.19 1.39
H -4.18 1.93 0.05
H 0.20 -0.59 1.51
H -0.43 2.18 1.19
H -0.86 4.11 -1.33
H -4.84 0.68 -1.33
H 0.71 -1.55 -2.54
H 0.57 3.04 2.30
H -4.54 -0.62 -0.82
H 3.29 -0.87 -0.14
H 3.44 -0.48 2.41
H -1.19 -0.54 0.40
H 3.07 -3.39 -2.68
O 3.13 -2.58 -3.21
O -3.76 1.14 0.42
H 0.01 -3.22 0.37
O 2.46 -3.73 -0.82
H -2.81 1.40 0.39
C 1.21 0.36 -0.67
O -1.34 2.41 0.47
O 2.39 0.93 3.30
H 1.54 1.34 2.99
O -5.07 -0.23 -1.52
O 0.55 2.13 1.96
O 3.39 -0.71 -1.09
O -3.49 3.41 -1.77
C -0.59 -2.53 0.96
H -3.49 2.59 -2.27
H 2.93 1.37 -1.63
H 1.42 0.69 0.34
H -2.67 3.83 -2.05
C 2.54 0.36 -1.44
H -1.78 0.81 3.02
H -2.24 -3.83 1.18
C -2.08 -2.80 0.82
H 2.29 -1.02 1.61
*
```

Output
HOMO energy ... -0.2349 hartree

=====

No. 3
Below is a 13-piece molecular cluster, C6H36O13 overall, with properties calculated with wB97M-V/def2-TZVPD.

Structure (ORCA input):
```
! wB97M-V def2-TZVPD RIJCOSX def2/J DEFGRID3
* xyz 0 1
H 3.02 -0.21 -3.13
H 1.07 0.11 -4.22
H -1.23 1.96 1.38
H 1.16 -3.72 -0.34
H -3.56 0.86 2.18
H 0.31 -1.17 -2.48
H -0.62 0.93 3.83
O -3.40 -0.05 -1.11
O 1.43 3.05 -3.08
H -0.90 -0.76 1.94
H 2.94 -1.67 3.20
H 0.19 -4.94 -0.18
O -0.12 3.58 1.66
O 0.38 -4.05 0.12
H 1.15 1.05 1.28
C -0.17 -0.76 2.76
H -1.44 -2.40 1.14
H -2.64 -3.31 -2.00
H 0.54 3.29 -3.37
C 0.29 0.59 3.32
H -2.65 -0.63 -1.24
O 1.21 3.90 -0.44
H -2.78 0.50 0.96
O -2.20 2.56 -0.62
O 2.05 -0.81 -0.30
C -0.29 2.37 1.72
H 1.57 3.51 -2.24
H 1.63 4.08 0.40
H -0.94 -1.28 3.35
H 0.27 3.93 -0.27
H 1.10 0.35 4.02
H 0.48 -2.39 1.55
H 1.66 -0.92 1.78
H -0.41 -1.88 -3.43
H -2.91 3.10 -0.25
O -3.36 -2.75 -1.73
O 1.14 0.26 -3.27
O -2.70 0.52 1.92
C 0.94 -1.68 2.24
H 2.90 -0.48 -0.02
C 0.83 1.51 2.25
H -4.26 -0.44 -1.13
O -0.09 -2.06 -2.53
O -1.59 -2.18 0.23
H 1.20 1.17 -2.96
H 2.42 -3.21 2.72
H 1.68 -2.34 4.21
H 2.06 -0.93 -1.26
H -2.64 1.88 -1.14
O 3.87 -0.42 -2.72
H 3.91 -0.01 -1.86
H -3.13 -2.34 -0.88
C 2.04 -2.31 3.17
H -1.15 -2.64 -0.49
H 1.58 2.27 2.54
*
```

Output
HOMO energy ... -0.3378 hartree

=====

No. 4
Below is a 13-piece molecular cluster, C6H37NO12 overall, with properties calculated with wB97M-V/def2-TZVPD.

Structure (ORCA input):
```
! wB97M-V def2-TZVPD RIJCOSX def2/J DEFGRID3
* xyz -1 2
C -0.15 -2.72 1.82
C -4.60 -1.81 0.50
H -3.93 4.10 -1.07
H -3.31 -0.78 1.94
O 4.33 -2.85 0.71
O 3.23 -0.35 -3.47
H -4.83 -0.78 -0.03
H 2.94 -1.85 -1.44
H 2.68 1.78 -1.27
H -4.68 -2.76 -0.12
H 3.79 -0.05 1.53
O -3.39 2.55 1.21
O -0.61 1.84 1.36
H 0.87 -0.73 1.55
H -2.74 2.44 -3.65
H 3.21 -1.50 1.27
H -2.79 2.32 0.57
O 1.61 2.82 -3.78
C -2.63 -2.76 1.87
H 1.27 -1.79 0.38
H -1.43 -1.31 -0.16
H 0.64 2.20 -1.49
H -0.10 0.04 -0.29
H -1.35 -3.50 3.28
H -2.91 2.40 2.02
N -0.63 -0.69 0.24
H 3.39 0.49 -2.98
H 3.21 2.29 -2.71
O -1.73 2.69 -3.74
H -0.66 0.84 1.08
H 1.30 0.44 3.86
H 4.19 -1.05 -1.64
H -1.29 -1.77 3.28
H -5.11 2.90 -1.42
H 0.40 1.81 0.07
O 3.24 -0.74 1.95
H 1.77 3.77 -3.84
H 2.19 0.90 2.63
H -5.37 -2.12 1.13
H -1.79 3.62 -4.03
H -2.95 -3.69 1.42
H -0.37 -3.42 0.91
O -4.31 3.49 -1.78
H 0.74 2.74 -3.90
O 3.46 -1.18 -0.95
H 4.81 -2.35 0.02
C -1.37 -2.64 2.72
O 3.48 1.85 -1.87
H 0.25 1.72 1.91
H 2.95 0.01 -4.36
C -3.43 -1.77 1.51
O 1.61 1.18 3.26
O 0.89 1.66 -0.69
H 5.03 -3.16 1.32
H 0.68 -3.27 2.24
C 0.33 -1.47 1.10
*
```

Output
Expectation value of S² ... 0.75
HOMO energy (spin up / spin down) ... 0.0168 / -0.2352 hartree

=====

No. 5
Below is a 13-piece molecular cluster, C6H37NO13 overall, with properties calculated with wB97M-V/def2-TZVPD.

Structure (ORCA input):
```
! wB97M-V def2-TZVPD RIJCOSX def2/J DEFGRID3
* xyz 0 1
O -3.23 -0.61 -1.56
H 3.30 -0.03 1.56
H -0.96 -2.00 -2.52
N -0.02 -0.99 1.90
H -0.02 -1.66 -0.60
H -3.06 -2.18 2.12
H 1.96 0.81 1.95
H 3.53 2.80 2.26
O 2.66 3.35 -1.22
O -1.80 3.63 -0.98
H 1.50 -0.11 -2.49
H -1.21 1.45 1.94
C 1.39 -1.23 1.46
O -1.10 0.21 -3.21
O 0.49 -4.70 -2.06
H -2.30 4.33 -1.40
C -0.94 -2.10 1.35
H -3.54 1.05 0.79
O -1.09 -2.74 -3.12
O 2.05 -0.91 -2.53
H 2.05 2.11 -2.44
H 2.03 2.84 2.49
H -1.65 -2.14 -0.68
H -4.08 2.01 1.66
O 1.36 1.77 -3.03
H -0.42 -4.43 -2.33
H -2.51 3.20 -0.49
H 1.73 -2.29 1.50
C -0.74 -2.35 -0.12
C 2.50 -0.54 3.56
H 3.15 3.62 -0.44
H 3.54 -0.85 3.75
H -0.19 0.33 0.15
C -2.34 -1.50 1.61
O 2.72 3.23 1.97
C 2.34 -0.19 2.07
H -2.97 -1.14 -2.30
H -0.91 -2.25 -3.92
H -0.35 1.90 -0.19
O -0.67 1.92 2.57
O -4.17 1.79 0.71
H 1.42 -1.25 0.36
H -0.84 -3.00 1.99
H 2.52 -0.92 -3.37
H 2.10 0.21 4.26
H 1.99 -1.47 3.85
H 0.62 2.36 -2.83
H 1.01 -3.93 -2.30
O -2.62 -0.37 1.32
H -1.22 0.54 -2.29
O -0.50 1.00 -0.49
H -0.12 -1.16 2.89
H -0.43 1.19 3.17
H -2.45 -0.23 -1.14
H -0.35 -3.31 -0.50
H -0.96 1.11 -3.54
H 1.83 3.80 -1.11
*
```

Output
HOMO energy ... -0.3746 hartree

=====

In the order shown, the computed relative energy (zero: lowest compared OMol25 entry of this formula, charge and spin) values come out to 0.00, 59.08, 78.77, 77.16, 89.49 kcal/mol.
In the order shown, the computed F_max values come out to 6.526, 2.958, 2.958, 5.557, 2.320 eV/A.